No. 1
ORCA calculation (the ωB97M-V functional and the def2-TZVPD basis) on a cluster of 4 separate species, C2H12O3S2 in total.

Geometry as XYZ:
```
19
C2H12O3S2, DFT the ωB97M-V functional and the def2-TZVPD basis
S 1.15597 2.35200 2.65692
S -0.19718 1.80301 1.21097
O -0.20427 -2.81128 -1.90299
O 0.99056 -3.88005 -4.54140
O 0.28603 -0.61150 -3.70694
C -0.81048 0.14882 1.73640
C -2.19250 0.21832 2.36627
H -2.36174 1.20910 2.78360
H -0.79224 -0.42526 0.81035
H -0.94843 -2.84362 -1.29694
H -2.93027 0.07008 1.57382
H 0.69499 0.08070 -3.17351
H 1.75840 -3.29980 -4.58103
H -0.03476 -0.27342 2.38465
H 0.45575 -3.52887 -3.81204
H -2.33491 -0.57474 3.09455
H -0.21301 -0.13845 -4.37841
H 0.28308 2.73605 3.59347
H -0.30295 -2.00092 -2.42696
```

Calculated values
Net charge   0
Total energy   -30081.708 eV
Highest occupied orbital energy   -9.214 eV
Gap between HOMO and LUMO   9.336 eV


No. 2
ORCA calculation (the ωB97M-V functional and the def2-TZVPD basis) on a cluster of 4 separate species, C2H12O3S2 in total at a distorted geometry.

Geometry as XYZ:
```
19
C2H12O3S2, DFT the ωB97M-V functional and the def2-TZVPD basis
S 1.57891 1.00906 -1.14596
S 2.11181 0.90440 0.89867
O -2.93346 0.59021 0.03703
O -0.85898 2.37535 1.05255
O -1.39142 -1.56550 -1.43487
C 1.45178 -0.57784 1.68192
C 1.56493 -0.76424 -1.63019
H 1.76292 -0.56744 -2.67728
H -3.56133 1.04366 0.56920
H -0.06765 1.87776 0.86148
H 0.69531 -1.43291 -1.42299
H 1.53966 -1.43751 0.91072
H -0.66519 3.23127 0.80771
H 1.87917 -0.90656 2.68379
H 0.35543 -0.47808 1.67263
H -1.80473 -2.23495 -0.85246
H -1.91479 -0.83183 -1.16781
H -2.13972 1.06217 0.37627
H 2.39735 -1.29701 -1.22043
```

Calculated values
Net charge   +1
Total energy   -30072.781 eV
Highest occupied orbital energy (spin up / spin down)   -14.472 / -14.475 eV
2S+1   2
Gap between HOMO and LUMO (spin up / spin down)   9.245 / 6.346 eV


No. 3
ORCA calculation (the ωB97M-V functional and the def2-TZVPD basis) on a cluster of 5 separate species, C2H12O4 in total at a distorted geometry.

Geometry as XYZ:
```
18
C2H12O4, DFT the ωB97M-V functional and the def2-TZVPD basis
O -1.01324 -1.03478 -1.29442
O -2.35356 -1.02561 0.97095
O -0.91456 1.30563 1.19311
O 0.09914 1.35904 -1.43866
C 2.18325 -0.62306 0.82358
C 2.98139 -0.16545 -0.13899
H -3.12514 -1.19366 1.51069
H -0.41274 1.41212 0.36637
H 2.52587 -1.26960 1.62090
H 4.05330 -0.33374 -0.23572
H 0.75093 1.37917 -2.16674
H -1.88529 -0.30184 1.42721
H -1.61459 -0.95414 -0.51828
H 2.47095 0.43175 -0.88935
H -0.79538 2.11158 1.69450
H -0.44042 0.56306 -1.66462
H 1.11718 -0.45266 0.70772
H -0.38060 -1.67805 -0.97443
```

Calculated values
Net charge   0
Total energy   -10458.270 eV
Highest occupied orbital energy   -10.074 eV
Gap between HOMO and LUMO   10.788 eV


No. 4
ORCA calculation (the ωB97M-V functional and the def2-TZVPD basis) on a cluster of 4 separate species, C2H12O4 in total at a distorted geometry.

Geometry as XYZ:
```
18
C2H12O4, DFT the ωB97M-V functional and the def2-TZVPD basis
O -0.79644 4.34855 0.88646
O -0.73798 -5.94839 -3.65222
O -2.01438 1.62952 2.86577
O 0.10991 0.02718 0.29638
C 1.50228 -0.58915 -0.03153
C 2.53103 0.47790 -0.26388
H -0.57545 -0.49740 -0.07292
H 2.38788 1.48596 0.12154
H 3.55094 0.48173 0.18913
H -0.59064 -6.79328 -3.28951
H -0.59646 -5.47247 -2.87823
H -2.15761 2.42127 2.39802
H 1.66939 -1.41797 0.65311
H -0.21054 5.09276 1.19883
H -1.31914 4.71387 0.18810
H -2.37589 0.87122 2.45243
H 1.31939 -1.11238 -0.97922
H 2.20944 0.43938 -1.38000
```

Calculated values
Net charge   0
Total energy   -10456.186 eV
Highest occupied orbital energy   -10.064 eV
Gap between HOMO and LUMO   10.631 eV


No. 5
ORCA calculation (the ωB97M-V functional and the def2-TZVPD basis) on a structure of composition C2H12O4 at a distorted geometry.

Geometry as XYZ:
```
18
C2H12O4, DFT the ωB97M-V functional and the def2-TZVPD basis
O 0.56526 -0.63709 0.42434
O -2.28208 0.14271 0.05427
O 0.29754 1.28227 1.11698
O 1.99903 -1.20958 -1.02933
C 1.40311 -0.16363 -1.80034
C -2.08602 0.10019 1.46768
H -1.13769 -0.38789 1.69250
H 0.03047 -1.43029 0.39161
H -2.02385 1.13643 1.80001
H 0.62855 0.39749 -1.27757
H -0.33377 1.66112 0.50528
H 1.17106 -0.72555 -0.31147
H -1.74505 0.85450 -0.30148
H 2.15719 0.59682 -2.00331
H 0.98388 -0.55890 -2.72560
H 0.32391 0.35283 0.88964
H 2.94224 -1.05771 -0.93502
H -2.89377 -0.35371 2.04180
```

Calculated values
Net charge   0
Total energy   -10453.587 eV
Highest occupied orbital energy   -9.523 eV
Gap between HOMO and LUMO   9.899 eV


No. 6
ORCA calculation (the ωB97M-V functional and the def2-TZVPD basis) on a structure of composition C2H12O6Pt at a distorted geometry.

Geometry as XYZ:
```
21
C2H12O6Pt, DFT the ωB97M-V functional and the def2-TZVPD basis
Pt 26.38818 2.93328 -7.55727
O 27.32602 2.87685 -4.65138
O 25.34098 3.53613 -10.40107
O 23.92234 1.15576 -7.27210
O 28.87406 4.40511 -8.57393
O 27.64847 0.37758 -8.83866
O 25.33287 4.93764 -5.37022
C 26.43748 3.31471 -3.62193
C 25.67373 4.64688 -4.03351
H 23.09783 1.34551 -6.82443
H 27.20324 -0.46898 -8.80232
H 29.50856 4.76960 -7.95686
H 26.25649 5.48782 -3.65759
H 26.88804 3.45681 -2.63964
H 29.26570 4.55100 -9.43508
H 24.83624 4.76610 -3.34612
H 25.72495 2.52079 -3.39810
H 28.52478 0.17402 -9.16560
H 23.71818 0.42007 -7.84942
H 25.42949 2.95938 -11.15986
H 24.41663 3.78464 -10.39504
```

Calculated values
Net charge   0
Total energy   -17791.676 eV
Highest occupied orbital energy (spin up / spin down)   -7.191 / -6.444 eV
2S+1   3
Gap between HOMO and LUMO (spin up / spin down)   6.512 / 5.791 eV


No. 7
ORCA calculation (the ωB97M-V functional and the def2-TZVPD basis) on a cluster of 3 separate species, C2H13N2O2 in total at a distorted geometry.

Geometry as XYZ:
```
19
C2H13N2O2, DFT the ωB97M-V functional and the def2-TZVPD basis
O 0.20426 -2.32858 1.46942
O -1.99579 -0.15124 1.98129
N 0.37760 0.42829 0.40235
N 1.74285 1.03626 -1.79173
C 0.29322 0.90963 -2.07039
C -0.47164 0.52486 -0.80571
H 1.32856 0.25593 0.09932
H 0.09077 -0.31721 1.02811
H 0.43830 1.34068 0.91386
H -2.77439 0.39353 2.16099
H 1.06465 -2.42326 1.91327
H -0.04645 1.86968 -2.44305
H 2.11190 1.86073 -2.25299
H -0.10145 -3.24842 1.45808
H -1.50863 -0.20752 2.81526
H -1.08480 -0.36572 -0.88201
H 2.23337 0.23418 -2.18768
H 0.12867 0.15653 -2.83585
H -1.19769 1.32905 -0.63727
```

Calculated values
Net charge   0
Total energy   -9356.829 eV
Highest occupied orbital energy (spin up / spin down)   -2.724 / -10.209 eV
2S+1   2
Gap between HOMO and LUMO (spin up / spin down)   3.663 / 10.822 eV


No. 8
ORCA calculation (the ωB97M-V functional and the def2-TZVPD basis) on a cluster of 3 separate species, C2H13N2O2 in total at a distorted geometry.

Geometry as XYZ:
```
19
C2H13N2O2, DFT the ωB97M-V functional and the def2-TZVPD basis
O 0.31841 -1.96363 2.05458
O 2.51087 -1.76768 -1.24131
N 0.28966 -0.16533 -0.29654
N -0.58483 2.10216 0.51301
C -0.89022 0.23942 -1.09627
C -1.48660 1.54050 -0.48646
H -0.17700 -2.74834 2.33082
H 0.58077 0.66424 0.24236
H 2.53751 -2.36701 -0.47832
H -0.27265 3.03207 0.27312
H -1.69472 2.27130 -1.26752
H 1.01800 -0.54462 -0.91781
H -1.63828 -0.53465 -0.97020
H -2.44724 1.27735 -0.04883
H -1.02886 2.21871 1.41206
H 3.23953 -1.16253 -1.03271
H -0.67660 0.24793 -2.15825
H 0.04264 -0.93812 0.33220
H 0.35961 -1.40176 2.83608
```

Calculated values
Net charge   +1
Total energy   -9354.330 eV
Highest occupied orbital energy   -14.422 eV
Gap between HOMO and LUMO   11.456 eV


No. 9
ORCA calculation (the ωB97M-V functional and the def2-TZVPD basis) on a structure of composition C2H13N2O3SZr at a distorted geometry.

Geometry as XYZ:
```
22
C2H13N2O3SZr, DFT the ωB97M-V functional and the def2-TZVPD basis
Zr -0.34346 0.27652 -1.15270
S -1.64219 0.02360 1.95164
O -2.60050 0.89382 2.65445
O 0.45739 -1.36410 -0.95982
O -0.66859 0.70368 0.90164
N 1.46755 0.34647 -3.00721
N 2.08650 0.26603 0.73323
C -0.55450 -0.59910 3.36591
C -2.40598 -0.00719 -1.95806
H -1.18378 -0.92960 4.16883
H 3.11995 0.12944 0.56907
H 2.04748 0.76375 1.64299
H -2.37318 0.47715 -2.97124
H -3.22271 0.60041 -1.46344
H 1.80951 0.80164 -0.12053
H 1.68524 -0.61384 -2.78272
H 0.07010 -1.48362 3.03727
H 0.08521 0.20139 3.67930
H 2.39837 0.78840 -3.07453
H -2.95147 -0.91872 -1.98255
H 1.18842 0.29582 -3.98593
H 1.53065 -0.65194 0.75441
```

Calculated values
Net charge   +1
Total energy   -23515.855 eV
Highest occupied orbital energy   -11.211 eV
Gap between HOMO and LUMO   6.262 eV


No. 10
ORCA calculation (the ωB97M-V functional and the def2-TZVPD basis) on a cluster of 3 separate species, C2H13N6 in total at a distorted geometry.

Geometry as XYZ:
```
21
C2H13N6, DFT the ωB97M-V functional and the def2-TZVPD basis
N 2.02381 0.94322 -0.85077
N 2.66085 0.61593 1.35751
N -1.67290 -0.76373 -0.20471
N 3.09354 -1.04250 -0.23142
N -4.07160 0.13717 -0.16322
N -0.27502 0.77500 0.84457
C -0.47766 -0.32196 0.13916
C 2.61661 0.15872 0.18362
H 3.15282 0.08132 2.09268
H 0.61768 1.07562 1.14030
H 3.43274 -1.81513 0.38743
H 3.02327 -1.16654 -1.24522
H -2.55465 -0.21749 -0.10999
H 2.20160 0.69717 -1.81582
H -4.30479 -0.84645 -0.00978
H -4.71131 0.86217 0.15552
H -1.90297 -1.57274 -0.80851
H 2.23948 1.92282 -0.86984
H -4.25679 0.30798 -1.20170
H 0.28133 -1.12666 0.03831
H -1.11607 1.29608 1.17187
```

Calculated values
Net charge   +1
Total energy   -11219.787 eV
Highest occupied orbital energy   -12.579 eV
Gap between HOMO and LUMO   9.915 eV


No. 11
ORCA calculation (the ωB97M-V functional and the def2-TZVPD basis) on a cluster of 4 separate species, C2H13NO3 in total at a distorted geometry.

Geometry as XYZ:
```
19
C2H13NO3, DFT the ωB97M-V functional and the def2-TZVPD basis
O 1.85479 -0.74864 -1.28767
O -1.06726 -1.17046 -1.98669
O -0.98417 -1.63168 0.87038
N -0.23801 1.05348 1.32979
C 1.17714 1.41560 1.35497
C -0.84827 1.58720 0.09546
H -1.14471 2.61686 0.26736
H -0.83304 -0.67156 1.00115
H -1.13847 -2.06066 -2.34770
H -0.63071 1.61154 2.07826
H 1.32306 2.48379 1.23305
H -1.74379 1.00604 -0.10081
H 1.02694 -0.86811 -1.77244
H -0.80214 -2.09074 1.69279
H 1.72136 0.80298 0.63411
H -1.01521 -1.29958 -1.02734
H 2.48771 -0.40014 -1.92034
H -0.13302 1.48543 -0.70362
H 1.55055 1.14947 2.35495
```

Calculated values
Net charge   0
Total energy   -9917.388 eV
Highest occupied orbital energy   -9.574 eV
Gap between HOMO and LUMO   10.457 eV


No. 12
ORCA calculation (the ωB97M-V functional and the def2-TZVPD basis) on a cluster of 4 separate species, C2H13NO3S in total.

Geometry as XYZ:
```
20
C2H13NO3S, DFT the ωB97M-V functional and the def2-TZVPD basis
S 0.28144 0.53400 -2.73399
O 1.34500 -4.06350 2.00099
O -1.47075 -2.84493 1.58894
O 1.43233 5.23461 1.20315
N -1.31628 0.29752 1.01604
C -0.80464 -0.19994 -0.25974
C -0.11300 0.95486 -1.00226
H -1.59850 -0.58359 -0.90247
H 1.96155 6.03274 1.32704
H 1.31390 -0.24758 -2.39262
H 0.71720 5.49360 0.61456
H -1.99239 -3.66674 1.52165
H -0.76314 1.82462 -0.93050
H -2.30396 0.49847 0.92963
H 1.77293 -3.69184 2.78345
H -1.29638 -0.47816 1.67114
H 0.82308 1.19364 -0.50618
H 1.61945 -3.43440 1.31386
H -0.07806 -0.99361 -0.10542
H -0.65274 -3.16372 1.99855
```

Calculated values
Net charge   0
Total energy   -20752.467 eV
Highest occupied orbital energy   -8.810 eV
Gap between HOMO and LUMO   9.198 eV